1.
A cluster of 2 separate species, C2H8N3S in total. Source: the Open Molecules 2025 dataset; level of theory: wB97M-V/def2-TZVPD.

Results
- Molar mass: 106.174 g mol⁻¹
- Energy relative to the best compared isomer or geometry (same formula, charge and spin): 2.598 eV
- Highest occupied orbital energy: -0.473 Eh
- Charge: +1
- HOMO-LUMO gap: 7.52 eV

Last column: natural (NBO) charge in e.
Atoms and positions in Å:
1 C 0.917180 -0.956212 -0.576966  -0.2117
2 C -0.177359 -0.574278 -1.313879  0.1318
3 N 1.196123 1.133023 0.445912  -0.2833
4 N 1.548262 -0.090215 0.311221  -0.1638
5 N -0.789968 -1.370794 -2.219029  -0.7132
6 S -0.882635 1.022609 1.698876  -0.1955
7 H 1.390583 -1.853652 -0.836305  0.2323
8 H -0.719535 0.411915 -1.110126  0.2467
9 H 1.654512 1.526599 1.293461  0.3695
10 H -2.165976 1.232582 1.087534  0.1971
11 H 2.256027 -0.534182 0.866612  0.4112
12 H -0.331938 -2.091885 -2.705228  0.4041
13 H -1.346233 -0.898137 -2.887450  0.4057
14 H -0.770081 2.361272 1.529767  0.1689

Cartesian forces (eV/Å) of the 2 atoms listed first:
-0.6 1.8 -0.4
-1.1 1.0 0.5


2.
A structure of composition C6H12Br2O6P. Source: the Open Molecules 2025 dataset; level of theory: wB97M-V/def2-TZVPD.

Results
- Molar mass: 370.938 g mol⁻¹
- Highest occupied orbital energy: -0.102 Eh
- Charge: -1
- HOMO-LUMO gap: 5.27 eV

Last column: natural (NBO) charge in e.
Atoms and positions in Å:
1 C -1.104011 -1.797262 -2.563018  -0.6482
2 C 0.016493 -0.696595 -2.093024  -0.2637
3 Br 1.778653 -1.310990 -2.861058  -0.0420
4 C 0.160904 -0.499290 -0.471289  -0.3372
5 Br 2.067498 -1.017016 -0.013610  0.0564
6 C -0.251205 1.007285 0.044570  -0.2528
7 O -1.314703 0.946970 1.101761  -0.5050
8 C -2.551845 0.574066 0.352928  0.5979
9 O -3.037751 -0.696381 0.417241  -0.5440
10 P 1.220610 2.122889 0.528489  2.1877
11 O 0.658288 3.616769 0.756176  -1.0792
12 O 2.291197 2.235030 -0.867483  -0.9498
13 O 2.032000 1.681636 2.004949  -0.9165
14 H -1.078034 -1.808198 -3.755890  0.2158
15 H -0.860428 -2.875999 -2.167907  0.2330
16 H -2.170383 -1.450124 -2.203195  0.2255
17 H -0.262859 0.321753 -2.607629  0.1948
18 H -0.515692 -1.313646 0.077879  0.3415
19 H -0.785719 1.542357 -0.878704  0.2038
20 H -3.150407 1.305801 -0.346833  0.1656
21 H 1.645264 2.272197 -1.656553  0.4941
22 H 2.959294 1.335264 1.785056  0.5103
23 C 0.452189 -1.100038 3.045113  -0.1843
24 O 0.507160 -1.125448 1.721850  -0.9893
25 H 0.203172 -0.136930 3.522295  0.0995
26 H -0.280060 -1.765301 3.533452  0.0972
27 H 1.370375 -1.368800 3.594434  0.0890

Cartesian forces (eV/Å) of the 2 atoms listed first:
0.2 0.5 -0.5
-1.1 0.3 0.1


3.
A structure of composition C36H44N2SiZn. Source: the Open Molecules 2025 dataset; level of theory: wB97M-V/def2-TZVPD.

Results
- Molar mass: 598.238 g mol⁻¹
- Energy relative to the best compared isomer or geometry (same formula, charge and spin): 1.316 eV
- Highest occupied orbital energy (alpha / beta): -0.188 / -0.188 Eh
- HOMO-LUMO gap (alpha / beta): 3.67 / 3.66 eV

Last column: Mulliken charge in e.
Atoms and positions in Å:
1 C -0.005927 -0.152891 2.754141  -0.8287
2 C -0.225499 -1.561925 2.773203  -0.4289
3 C 0.774940 -2.172117 1.951113  -0.8874
4 H -1.020864 -2.080957 3.307032  0.4944
5 C 1.607527 -1.143980 1.433469  -0.8564
6 C 1.127285 0.104342 1.931727  -0.4230
7 H 1.564319 1.069285 1.728708  0.6406
8 H -0.612425 0.588756 3.256634  0.4374
9 H 0.865496 -3.232597 1.749199  0.5193
10 H 2.457411 -1.275122 0.790708  0.6795
11 Zn -1.308328 -0.444474 -2.648799  -0.2584
12 C -2.731509 -1.611167 -2.309626  -0.7099
13 H -2.546534 -1.818444 -3.440291  0.0509
14 H -3.849946 -1.348088 -2.245640  0.4984
15 H -2.549178 -2.513531 -1.547137  0.1918
16 Si -3.306714 -1.064128 0.684639  0.6540
17 C -4.885626 -0.607689 1.598415  0.3488
18 C -4.664484 -0.162720 2.942245  -0.1649
19 H -3.697420 -0.346011 3.453690  0.3677
20 C -5.585291 0.735929 3.525761  -0.5885
21 H -5.315787 1.235015 4.474578  0.3169
22 C -6.749780 1.102834 2.877631  -0.4108
23 H -7.459785 1.782146 3.381916  0.3246
24 C -6.977651 0.651550 1.560957  -0.4227
25 H -7.818014 1.152276 1.036446  0.3177
26 C -6.101561 -0.285315 0.965714  -0.6510
27 H -6.372973 -0.586819 -0.067138  0.3085
28 C -3.237053 -3.071101 0.991542  0.8089
29 C -4.122276 -3.590146 1.944232  -0.5682
30 H -5.014738 -3.023045 2.191835  0.4326
31 C -3.738263 -4.746123 2.634612  -0.5788
32 H -4.338955 -5.086919 3.460445  0.4289
33 C -2.589605 -5.439136 2.254262  -0.6376
34 H -2.334983 -6.343393 2.784384  0.3561
35 C -1.749632 -4.935752 1.252290  -0.4653
36 H -0.815977 -5.467857 1.049186  0.3533
37 C -2.078035 -3.757185 0.591783  0.1175
38 H -1.357097 -3.302718 -0.124102  -0.1540
39 H -2.074951 -1.057961 1.596067  -0.0947
40 H -2.964606 0.373722 0.843067  -0.4791
41 C 2.675804 4.490630 0.995895  -1.6452
42 C 1.338925 4.707097 0.262452  1.8028
43 C 0.483985 5.599438 1.171299  -2.1179
44 C 1.645513 5.544835 -0.999556  -1.5485
45 C 0.670248 3.370309 -0.137417  0.4878
46 C -0.661279 3.050034 0.178928  -0.3344
47 C -1.299168 1.993855 -0.503708  -0.9823
48 N -0.695988 1.239518 -1.442176  -0.8153
49 C 0.676445 1.362033 -1.514487  0.0253
50 C 1.348594 2.456110 -0.937908  0.0110
51 C 1.416726 0.219884 -2.057184  0.6529
52 C 2.830526 0.136701 -1.990035  0.3452
53 C 3.466364 -1.064876 -2.351773  -0.1246
54 C 2.674729 -2.211845 -2.484987  -0.4518
55 C 1.290841 -2.084463 -2.447510  -0.4490
56 N 0.680499 -0.852276 -2.514382  -0.6930
57 C 4.968507 -1.138993 -2.704869  1.9677
58 C 5.638678 -2.199316 -1.820550  -1.5842
59 C 5.129191 -1.565887 -4.179418  -1.6418
60 C 5.705245 0.190785 -2.530238  -2.0876
61 H 3.121604 5.471855 1.256821  0.4788
62 H 3.403385 3.951099 0.382832  0.3309
63 H 2.519618 3.947228 1.931959  0.3733
64 H 1.037858 6.526942 1.391096  0.4422
65 H -0.456830 5.887869 0.687219  0.4011
66 H 0.268232 5.118146 2.128342  0.4362
67 H 2.296935 5.024314 -1.706942  0.3069
68 H 0.721021 5.817626 -1.524043  0.3765
69 H 2.152552 6.486920 -0.709017  0.4426
70 H -1.229783 3.615822 0.918820  0.4787
71 H -2.319251 1.740661 -0.215465  0.8555
72 H 2.406540 2.586185 -1.182809  0.3780
73 H 3.414704 1.020431 -1.750231  0.3809
74 H 3.116310 -3.196130 -2.689427  0.4288
75 H 0.637044 -2.975289 -2.371539  0.4158
76 H 5.200636 -3.187661 -1.991791  0.3472
77 H 6.713589 -2.249566 -2.046562  0.4398
78 H 5.518234 -1.930934 -0.763238  0.3759
79 H 4.667894 -0.836153 -4.857924  0.3632
80 H 6.205780 -1.620565 -4.409184  0.4550
81 H 4.684441 -2.551353 -4.377061  0.3583
82 H 5.315077 0.960163 -3.201488  0.3987
83 H 5.658743 0.542849 -1.499576  0.4364
84 H 6.765770 0.039426 -2.782065  0.4426

Cartesian forces (eV/Å) of the 2 atoms listed first:
0.6 -0.8 -0.4
0.9 0.3 -0.4


In Eh/bohr, the strongest force on any atom values for the records above are, in order, 0.06532, 0.17888, 0.07572.